This record from the Open Molecules 2025 dataset describes a single C3H7ClN2S molecule. The level of theory is ωB97M-V/def2-TZVPD.

Results
SMILES: CNC(=S)N(C)Cl
energy relative to the best compared isomer or geometry (same formula, charge and spin): 122.8 kJ/mol
net charge: 0
multiplicity: 1
calculated total energy: -1086.34181 hartree

Last column: Löwdin charge in e.
Positions of all 14 atoms, in Å:
Cl  2.44418  0.54636  -0.15158  0.684
S  -1.36819  -1.29000  -0.13013  0.662
N  -0.45926  1.18967  0.02730  -0.101
N  1.17600  -0.52601  0.17037  -0.578
C  1.53393  -1.93567  -0.24433  -0.146
C  -0.20050  -0.11029  0.02433  -0.873
C  -1.80377  1.65945  0.14603  -0.125
H  -1.68353  2.84268  0.06089  0.133
H  1.05728  -2.08058  -1.17153  0.045
H  1.04951  -2.62434  0.41922  0.058
H  -2.06613  1.38364  1.20015  0.096
H  0.27044  1.73304  0.40966  0.081
H  2.55662  -2.02775  -0.26602  0.033
H  -2.50659  1.23981  -0.49436  0.031

***

This record from the Open Molecules 2025 dataset describes a single C5H8N2 molecule. The level of theory is ωB97M-V/def2-TZVPD.

Results
energy relative to the best compared isomer or geometry (same formula, charge and spin): 444.5 kJ/mol
net charge: 0
multiplicity: 1
calculated total energy: -304.66621 hartree

Last column: Löwdin charge in e.
Positions of all 15 atoms, in Å:
N  -0.53742  -1.05894  -0.59472  -0.195
N  -0.74245  -0.36413  0.61730  0.126
C  0.76945  -0.75824  -1.06098  -0.066
C  0.31512  0.36257  0.80766  -0.334
C  -1.77026  -0.95588  -1.86116  -0.028
C  1.30927  0.15234  -0.23498  0.002
C  0.43364  1.27366  1.99081  -0.029
H  -0.75758  -2.03944  -0.47976  0.137
H  0.56456  2.31455  1.67270  0.085
H  2.26934  0.64760  -0.31760  0.111
H  1.12545  -1.20919  -1.97592  0.127
H  -0.46819  1.20073  2.60363  0.081
H  -2.50585  -0.38239  -1.26689  -0.046
H  -1.30637  -0.18505  -2.50420  -0.053
H  1.30130  1.00182  2.60411  0.084

***

This record from the Open Molecules 2025 dataset describes a single C3H5N2P molecule. The level of theory is ωB97M-V/def2-TZVPD.

Results
SMILES: CP1=CN=CN=1
energy relative to the best compared isomer or geometry (same formula, charge and spin): 152.2 kJ/mol
net charge: 0
multiplicity: 1
calculated total energy: -568.09844 hartree

Last column: Löwdin charge in e.
Positions of all 11 atoms, in Å:
P  -0.12123  -0.50526  -1.18586  0.936
N  1.29471  0.69924  -0.50810  -0.102
N  -0.69629  1.74541  0.16869  0.003
C  0.22181  -1.72841  0.20160  -0.318
C  0.71413  1.67290  0.04211  -0.376
C  -1.21843  0.66496  -0.21833  -0.353
H  -0.59902  -2.34915  0.18493  -0.028
H  0.42320  -0.95846  1.09980  0.090
H  -2.17617  0.49304  -0.10076  0.008
H  1.04923  2.57369  0.53800  0.094
H  1.10805  -2.30794  -0.22208  0.047

***

This record from the Open Molecules 2025 dataset describes a molecular structure, C57H54AsCl2KN8O2SSi. The level of theory is ωB97M-V/def2-TZVPD.

Results
energy relative to the best compared isomer or geometry (same formula, charge and spin): 43.7 kJ/mol
net charge: -2
multiplicity: 1
calculated total energy: -7237.09046 hartree

Last column: Löwdin charge in e.
Positions of all 127 atoms, in Å:
As  2.24300  -2.81293  -1.41984  1.302
K  0.34694  -0.25136  0.47032  0.519
Cl  2.34893  5.46083  4.81474  0.737
Cl  -2.38271  7.96263  3.93882  0.714
S  3.43322  -0.00541  -0.97370  0.461
Si  -1.17716  -1.44643  3.87603  0.322
O  0.36682  3.11455  3.42008  -0.071
O  -0.00845  2.05633  1.46787  -0.144
N  0.06164  2.17748  -4.04109  0.156
N  -2.60429  -4.35004  -2.00501  0.161
N  -2.57092  -0.37088  0.43374  0.106
N  0.20123  1.37224  -1.96896  0.169
N  -1.07268  -1.02841  -2.57562  -0.027
N  -1.47147  -1.32987  2.22799  -0.101
N  -1.38474  -3.02935  -0.68383  0.208
N  -0.30958  5.78548  3.50584  0.073
C  0.77400  8.85075  6.18279  -0.114
C  -1.59983  3.65677  2.16832  -0.055
C  -1.41445  -4.55547  1.30956  -0.024
C  -2.59615  -1.18182  1.54673  -0.471
C  2.50311  -6.87875  -2.82114  -0.104
C  0.81044  -2.90460  -5.42922  -0.124
C  -0.67889  7.34299  0.15452  -0.112
C  0.79498  2.63513  -2.01222  -0.207
C  0.71680  3.15352  -3.30994  -0.197
C  1.91364  4.61080  -1.32616  -0.086
C  2.15435  -4.79010  -1.64660  -0.393
C  -1.28914  4.94930  1.46880  -0.151
C  1.82306  5.12186  -2.62745  -0.115
C  1.02003  -3.15222  -4.07830  -0.153
C  -1.51485  -3.14254  4.68365  -0.196
C  -0.93828  -0.06905  -3.63565  -0.157
C  -0.29153  2.84910  2.38067  -0.663
C  -1.95906  -2.10700  -2.91057  -0.164
C  0.64168  -1.07898  4.16741  -0.173
C  1.52890  -1.90700  -6.07596  -0.131
C  1.48989  -5.49764  -0.65145  -0.119
C  -1.28435  6.31043  -0.54114  -0.111
C  4.18692  -2.61493  -1.36206  -0.427
C  -2.90804  -6.28784  -0.38571  -0.041
C  -3.83305  -1.82836  1.87158  -0.052
C  5.11102  -3.64825  -1.44593  -0.128
C  4.60200  -1.28894  -1.10117  -0.788
C  1.95805  -2.42665  -3.34650  -0.357
C  5.98522  -1.06363  -0.96784  -0.146
C  1.25900  6.77778  5.07741  -0.580
C  1.22422  4.40280  -3.64799  -0.047
C  2.45355  -1.16611  -5.35307  -0.100
C  -4.90292  -0.74607  0.01401  -0.097
C  1.31327  -6.87632  -0.73549  -0.093
C  -0.35901  7.18635  1.49628  -0.061
C  0.04197  6.80021  4.36713  -0.302
C  -0.20857  1.14632  -3.17528  -0.308
C  -2.19048  -0.20387  4.87395  -0.169
C  -0.79931  7.89298  4.64870  -0.587
C  6.47202  -3.40015  -1.31114  -0.137
C  -1.57782  5.12601  0.12227  -0.036
C  -4.95219  -1.61378  1.10858  -0.120
C  -1.85539  -5.78976  1.75045  -0.095
C  -2.58517  -6.64648  0.91206  -0.118
C  2.67132  -1.42479  -4.00330  -0.105
C  2.66543  -5.50440  -2.73272  -0.140
C  -0.65765  5.99901  2.16134  -0.223
C  6.89930  -2.09636  -1.07559  -0.132
C  -0.43801  8.90894  5.51681  -0.136
C  -1.71527  -4.19017  0.00187  -0.223
C  -3.67756  -0.14635  -0.26305  -0.374
C  -2.46778  -5.04185  -0.81634  -0.195
C  1.40844  3.36643  -0.99810  0.004
C  -1.94684  -3.15034  -1.84296  -0.299
C  1.81907  -7.56853  -1.82391  -0.115
C  1.61634  7.77142  5.97106  -0.131
C  -3.55443  0.84173  -1.40180  -0.044
H  -1.91198  0.25819  -4.05173  0.118
H  0.04686  4.82144  3.69505  0.080
H  -2.05926  3.86168  3.13899  0.117
H  -1.33446  -0.60555  -1.68783  0.055
H  0.08499  -3.49667  -5.97800  0.093
H  -5.88392  -2.11130  1.36246  0.088
H  -3.26125  -0.33846  4.69244  0.016
H  -3.13674  -4.62684  -2.80863  0.151
H  -1.64738  -6.09725  2.76816  0.093
H  0.14352  7.98494  2.02964  0.105
H  -0.37840  -0.53012  -4.45940  0.109
H  1.15843  4.79837  -4.65481  0.093
H  2.90595  -7.41618  -3.67270  0.091
H  2.37697  5.21281  -0.55442  0.101
H  -2.27742  3.05978  1.55954  0.110
H  -3.48014  -6.94860  -1.02592  0.096
H  -2.01106  -0.29433  5.94996  0.016
H  1.68236  -8.64115  -1.90165  0.088
H  -2.91472  -7.60600  1.29292  0.088
H  3.18857  -4.97531  -3.52112  0.106
H  1.37112  -1.71363  -7.13115  0.087
H  1.28857  -1.75055  3.59534  0.024
H  -3.00953  -1.78712  -3.05879  0.119
H  -0.88136  -3.85714  1.94177  0.090
H  3.38190  -0.82922  -3.44428  0.046
H  3.02223  -0.38081  -5.83864  0.095
H  -2.61401  1.38745  -1.30902  0.066
H  -1.12945  9.72422  5.68169  0.093
H  0.85990  -0.05017  3.86365  0.026
H  -1.63104  -2.55148  -3.85583  0.108
H  0.76670  -7.39354  0.04465  0.095
H  0.90648  -1.17996  5.22520  0.020
H  0.45242  -3.94047  -3.59533  0.097
H  -0.42933  8.27084  -0.34765  0.090
H  -1.92135  0.81169  4.56970  0.021
H  7.18377  -4.21447  -1.38180  0.078
H  4.77784  -4.66555  -1.61124  0.077
H  -0.13166  2.18647  -5.02497  0.150
H  -2.03371  4.30163  -0.41470  0.111
H  7.95860  -1.88671  -0.96568  0.085
H  -1.31360  -3.10003  5.75955  0.013
H  -0.88432  -3.93053  4.26041  0.003
H  -3.85596  -2.50058  2.72127  0.085
H  2.22518  6.10575  -2.83910  0.089
H  2.56693  7.69530  6.48127  0.095
H  -4.38214  1.55436  -1.39063  0.073
H  -5.78212  -0.52699  -0.57966  0.082
H  1.08260  -4.96350  0.19829  0.079
H  -3.57711  0.33778  -2.37366  0.051
H  -1.50700  6.41151  -1.59623  0.092
H  1.45096  2.96926  0.00781  0.102
H  1.05689  9.63747  6.87022  0.093
H  6.31636  -0.05135  -0.76993  0.083
H  -2.55749  -3.44577  4.54694  0.009

***

Short version: gap between HOMO and LUMO = 9.08; 7.87; 9.49; 5.55 eV, in the order given.